Record 1
Formula: CH6N6
Source: the Open Molecules 2025 dataset
Level of theory: ωB97M-V with the def2-TZVPD basis set

Geometry as XYZ:
```
13
Properties=species:S:1:pos:R:3:mulliken_charge:R:1
N 0.471 -0.122 -0.069 -0.032
C -1.301 -0.765 0.057 0.346
N 1.399 0.260 0.905 -0.599
N -1.401 -1.227 1.315 -0.416
N 0.391 0.566 -1.144 0.392
N 1.284 1.409 -1.490 -0.939
N -1.832 -0.483 -0.982 -0.628
H 1.942 1.044 0.533 0.359
H 2.029 -0.519 1.071 0.234
H -2.340 -1.347 1.664 0.263
H -0.719 -0.872 1.969 0.264
H 0.953 1.852 -2.346 0.226
H -0.877 0.203 -1.483 0.532
```

The value obtained for the relative energy (zero: lowest compared OMol25 entry of this formula, charge and spin) is 207.84 kJ/mol. The calculation puts the total energy at -370.0916 Eh. Its HOMO energy is -8.50 eV. The value obtained for the frontier orbital gap is 9.434 eV.

---

Record 2
Formula: CH6NO2
Source: the Open Molecules 2025 dataset
Level of theory: ωB97M-V with the def2-TZVPD basis set

Geometry as XYZ:
```
10
Properties=species:S:1:pos:R:3:lowdin_spin:R:1
N 1.363 -0.211 -0.234 0.000
C 0.635 0.707 0.616 0.008
O -0.732 0.893 0.342 0.122
H 1.120 -0.019 -1.200 0.000
H 0.946 -1.115 -0.027 0.000
H 1.114 1.694 0.546 0.005
H 0.732 0.359 1.657 0.006
H -1.200 0.055 -0.038 -0.012
H -2.475 -1.225 -0.902 0.015
O -1.505 -1.139 -0.761 0.856
```

The value obtained for the relative energy (zero: lowest compared OMol25 entry of this formula, charge and spin) is 128.58 kJ/mol. The calculation puts the total energy at -246.8121 Eh. Its HOMO energy (spin up / spin down) is -9.79 / -9.58 eV. The spin multiplicity is 2. The value obtained for the frontier orbital gap (spin up / spin down) is 10.321 / 6.011 eV.